1.
The following is a DFT calculation (ωB97M-V/def2-TZVPD) of C24H21N4O3Pd as an isolated structure.

Last column: natural (NBO) charge in e.
Element x y z (Å)
H 2.8265 0.1888 -1.7021  0.222
O -2.7378 -6.4635 3.3087  -0.214
H 2.3765 1.2891 1.9599  0.235
C 2.6464 1.2270 -1.4534  0.032
H -1.8246 3.9167 0.6211  0.234
H -2.9647 1.5067 0.2776  0.489
C 2.1127 3.7908 -0.7469  -0.227
H -0.7314 0.1554 -5.1434  0.271
C -1.9123 -3.5424 -0.2130  -0.261
C -0.3500 -2.2127 1.6747  0.253
H 0.3498 -2.4618 4.3517  0.239
N -0.4646 -1.7913 0.4094  -0.416
C -1.7747 -3.9561 1.0866  0.348
Pd 0.5104 -0.1680 -0.0981  0.925
H 3.8305 4.3422 -1.9021  0.262
N 1.0964 -0.3140 1.8633  -0.439
C -1.8327 2.4913 -0.9847  -0.068
C -1.0291 -3.3628 2.0752  -0.276
C -2.6143 -5.8326 2.3884  1.142
H -1.1841 2.1632 -1.8010  0.157
C 3.4760 2.2178 -1.9187  -0.230
C -1.8527 -2.1659 -2.9553  -0.168
O -2.1831 1.3074 -0.2505  -0.765
N -0.3270 -0.6441 -1.9201  -0.433
O -2.5491 -5.1896 1.3616  -0.394
N 1.5776 1.4856 -0.6650  -0.503
C -1.1465 -1.7278 -1.8565  0.110
H 0.4272 3.8191 1.2954  0.254
H -0.8767 4.3810 -0.7724  0.234
H 0.4748 0.8436 -3.0865  0.235
C 0.8011 -1.6231 3.8406  -0.172
C -1.1319 3.5329 -0.1311  -0.419
H -0.9588 -3.7457 3.0840  0.271
H -2.2648 -1.8142 -5.0376  0.269
C -1.2014 -2.3876 -0.5353  0.348
C 3.1996 3.5330 -1.5587  -0.093
H -2.5210 -4.0822 -0.9237  0.289
C 1.9391 0.4754 2.5215  0.101
C 0.1252 3.0377 0.5963  -0.458
C -1.7180 -1.4861 -4.1639  -0.102
H -2.5059 -3.0249 -2.8924  0.243
C 0.5346 -1.3710 2.5126  0.129
C -0.1939 -0.0063 -3.0769  0.085
H -2.7245 2.9272 -1.4379  0.207
C 1.6735 -0.7838 4.5307  -0.101
C -0.8735 -0.3977 -4.2256  -0.186
C 1.3024 2.7523 -0.2972  0.251
C 2.2532 0.2737 3.8609  -0.187
H 1.8777 4.8018 -0.4416  0.255
H 4.3208 1.9644 -2.5429  0.264
H -0.1200 2.1538 1.1869  0.213
H 2.9426 0.9447 4.3538  0.273
H 1.8947 -0.9670 5.5736  0.269

Atoms 1-3, force components in eV/Å:
-0.02 -0.01 0.02
0.06 -0.02 -0.03
-0.01 0.02 -0.01

- Highest occupied orbital energy: -17.54 eV
- Charge: +3

2.
The following is a DFT calculation (ωB97M-V/def2-TZVPD) of C24H21N4O3Y as an isolated structure at a distorted geometry.

Last column: natural (NBO) charge in e.
Element x y z (Å)
C 2.2786 -1.1630 -1.3796  0.169
H -1.5424 4.0107 -3.1761  0.216
H 0.1921 3.8271 -2.8953  0.238
C 1.9324 -0.0137 3.4364  0.847
Y 0.2797 0.0061 0.5952  2.203
C -1.8382 -5.6259 0.3970  -0.210
O 2.3717 -0.0239 4.5171  -0.547
H -0.3932 -3.3873 3.3351  0.234
O 1.9624 3.5082 -1.1916  -0.619
H -0.9048 -2.4189 -2.6364  0.211
H -2.0472 -5.7426 -1.7240  0.207
C -1.7836 5.6663 0.4409  -0.206
C 2.2852 1.1643 -1.3763  0.169
C -0.7972 3.5483 -2.5335  -0.641
C -0.6575 3.7034 1.2667  -0.060
C 3.3079 -1.2043 -2.3134  -0.204
O 1.9344 -3.5028 -1.2053  -0.619
C -0.9973 -3.9757 -1.1516  -0.019
C -0.7005 -3.6773 1.2389  -0.060
N 1.8272 0.0012 -0.9241  -0.599
C -0.4446 3.2767 -0.0492  0.209
C -1.3143 4.9023 1.4937  -0.208
H -0.7232 -1.8931 2.4405  0.169
C -0.4744 -3.2485 -0.0739  0.205
C 1.5204 2.4019 -0.9217  0.617
H -2.0012 5.7950 -1.6762  0.208
H -2.3338 -6.5690 0.5755  0.213
H 0.9169 2.6961 2.3271  0.240
H 3.6493 -2.1619 -2.6733  0.255
H 0.1702 -3.7893 -2.9208  0.238
C -1.3712 -4.8709 1.4563  -0.207
H -1.5650 -3.9626 -3.2106  0.216
C -1.6250 5.2068 -0.8529  -0.212
C -0.8198 -3.5050 -2.5639  -0.641
C -1.6719 -5.1616 -0.8943  -0.202
H 3.6630 2.1610 -2.6644  0.255
H -1.4990 -5.2233 2.4688  0.206
H -2.2736 6.6103 0.6285  0.213
C -0.1988 -2.8689 2.3989  -0.607
C -0.1571 2.8803 2.4175  -0.606
C 3.3155 1.2029 -2.3094  -0.205
H -0.8881 2.4631 -2.6059  0.211
N 1.5008 -0.0022 2.3294  -1.065
N 0.3317 -2.0997 -0.3206  -0.878
C 3.8301 -0.0013 -2.7711  -0.133
C -0.9639 4.0165 -1.1199  -0.016
C 1.5011 -2.3933 -0.9337  0.617
N 0.3489 2.1205 -0.3066  -0.879
H -1.4321 5.2509 2.5085  0.206
H -0.3380 3.3927 3.3600  0.234
H 4.6056 -0.0015 -3.5218  0.229
H 0.8777 -2.6960 2.3182  0.240
H -0.6930 1.9097 2.4522  0.169

Atoms 1-3, force components in eV/Å:
0.34 -0.28 -0.38
-0.04 -0.01 -0.06
0.05 -0.03 -0.10

- Highest occupied orbital energy: -8.65 eV
- Charge: 0

3.
The following is a DFT calculation (ωB97M-V/def2-TZVPD) of C24H21N5O5V as an isolated structure at a distorted geometry.

Last column: natural (NBO) charge in e.
Element x y z (Å)
H 1.1629 -6.5264 0.5606  0.222
H -5.0619 -4.1522 -0.4788  0.222
H 3.3602 -0.5402 0.7586  0.221
N -1.9980 -1.7454 -0.1025  -0.482
C -3.2442 -1.3018 -0.3559  0.039
H 1.5455 3.8928 0.2784  0.194
C 1.8452 1.9410 -0.5112  -0.237
N -1.4214 1.0863 0.0176  -0.481
H 3.0092 -4.8512 0.7892  0.233
H 2.4806 -2.4685 0.5606  0.205
V -0.2800 -0.6679 0.0187  1.289
C 0.9734 -5.4647 0.4679  -0.113
C 2.5199 0.1189 0.9910  -0.365
H -3.3574 -0.2321 -0.4506  0.202
O -0.0654 -0.6075 -1.9538  -0.811
C -2.5738 2.8563 -1.0819  -0.204
H 3.0908 0.2398 -1.9003  0.208
C 2.2139 -0.2246 -1.4335  -0.326
H -3.5640 2.5432 2.1492  0.243
N 0.4776 -2.7282 0.2121  -0.486
C -0.3272 -5.0109 0.2397  -0.106
C -1.8577 -3.1125 -0.0583  0.104
C -1.4505 -5.9020 0.1290  -0.176
C 1.6600 2.8823 0.6778  -0.072
C -2.9348 -4.0022 -0.1695  0.007
N 1.7716 0.4911 -0.2207  -0.470
C 1.0818 -0.2845 -2.4695  0.767
O 2.1597 -1.0838 3.0145  -0.624
C 1.9920 -4.5524 0.5881  -0.245
C -2.6902 -5.4175 -0.0679  -0.184
C -0.5378 -3.6271 0.1293  0.234
C -1.6684 1.8105 -1.0762  0.062
C 1.6326 -0.5171 2.0842  0.776
H -2.7451 3.4232 -1.9850  0.244
O 0.5337 2.6396 1.4774  -0.727
H 2.4632 -1.2512 -1.1606  0.213
H 2.5704 2.9002 1.2906  0.158
H -3.5361 -6.0867 -0.1514  0.218
H 2.9629 1.0011 1.4557  0.231
H 2.8394 2.1677 -0.9246  0.192
C -4.2437 4.1974 0.1233  0.262
H 0.5440 1.7096 1.7673  0.488
C -4.2148 -3.4875 -0.3875  -0.172
C -3.2692 3.1292 0.0903  -0.110
O 1.2967 -0.0525 -3.6406  -0.632
H -5.3105 -1.6658 -0.6891  0.229
N -5.0200 5.0424 0.1498  -0.267
H -1.8458 0.7488 2.0036  0.237
C 1.6912 -3.1983 0.4524  0.092
H -1.1406 1.5078 -1.9729  0.246
O 0.3469 -0.3590 1.8976  -0.826
C -3.0352 2.3631 1.2258  -0.192
C -4.3489 -2.1199 -0.4963  -0.234
H -1.2782 -6.9667 0.2087  0.221
C -2.0851 1.3645 1.1445  0.076
H 1.1241 2.1498 -1.3049  0.207

Atoms 1-3, force components in eV/Å:
-0.01 -0.02 0.00
-0.04 -0.02 -0.01
-0.10 0.01 0.05

- 2S+1: 4
- Highest occupied orbital energy (alpha / beta): -6.37 / -9.21 eV
- Charge: 0

4.
The following is a DFT calculation (ωB97M-V/def2-TZVPD) of C24H21N6OPtSe as an isolated structure at a distorted geometry.

Last column: natural (NBO) charge in e.
Element x y z (Å)
C -1.5973 -2.5367 3.0007  0.073
H -3.0579 1.6796 -0.7279  0.250
C 0.1610 -1.5330 -1.8874  0.030
C -0.9447 -1.3124 2.5871  0.228
C -1.3598 -0.8258 -4.0093  -0.200
H 0.8735 4.4067 0.9561  0.222
N 0.7563 -3.2382 -5.8109  -0.801
N -2.1781 -3.2302 2.0437  -0.572
O -1.0248 -2.0180 -6.4614  -0.579
H -0.9227 -2.3668 6.3125  0.234
Se -1.9535 -2.3879 0.5147  1.038
H 1.2000 -2.8707 -3.1705  0.218
C -1.5799 -2.9122 4.3829  -0.190
C -0.2864 -0.4899 3.5536  -0.264
C -3.9115 0.3420 0.7534  -0.159
N -0.7915 -0.6215 -1.6912  -0.493
H 0.2009 -0.2951 5.5976  0.230
C -3.7063 1.0750 3.0327  -0.099
Pt -0.7350 0.9607 0.5778  0.934
H -1.7785 4.3585 1.5201  0.224
C 2.2723 0.2364 0.7963  -0.007
H -2.0688 -3.8299 4.6788  0.244
C -3.1265 1.4370 0.3266  -0.355
N -0.5081 2.9022 0.6135  -0.449
N -1.0286 -1.0532 1.2897  -0.756
H -4.7779 -0.6898 2.4057  0.237
N 1.2241 1.0571 0.6791  -0.478
H -2.6027 2.8732 3.3822  0.233
C -1.8026 3.5340 0.8073  -0.252
H 0.2081 0.4137 3.2250  0.242
H 2.1540 -0.8353 0.7476  0.210
H 1.4210 -3.5050 -5.1109  0.395
C 1.6933 2.3622 0.7969  -0.039
C 3.0757 2.3245 0.9868  -0.192
C 0.6930 3.3506 0.7843  0.158
H 3.7294 3.1740 1.1031  0.235
C -2.6674 2.3662 1.2885  0.012
H -2.2804 0.4861 -2.5919  0.191
C 3.4407 0.9828 0.9842  -0.312
H -4.3106 -0.3398 0.0131  0.233
C -0.9506 -2.1044 5.2634  -0.195
H -3.9314 0.9268 4.0811  0.225
H 4.4354 0.5844 1.0928  0.237
C -4.1822 0.1558 2.0855  -0.242
H -2.1833 3.9029 -0.1471  0.224
H 0.8511 -3.6197 -6.7372  0.419
C 0.4074 -2.1373 -3.1092  -0.224
H 0.7631 -1.7931 -1.0235  0.198
C -1.5232 -0.2742 -2.7525  0.039
C -0.2990 -0.8922 4.8461  -0.146
C -0.2453 -2.3554 -5.5970  0.642
C -0.3739 -1.7837 -4.2007  -0.073
C -2.9612 2.1637 2.6472  -0.242
H -1.9768 -0.5289 -4.8457  0.262

Atoms 1-3, force components in eV/Å:
0.11 0.12 -0.07
0.01 -0.03 0.01
0.08 0.06 0.01

- Highest occupied orbital energy: -10.82 eV
- Charge: +1

Please write out number 4 again, unchanged.
The following is a DFT calculation (ωB97M-V/def2-TZVPD) of C24H21N6OPtSe as an isolated structure at a distorted geometry.

Last column: natural (NBO) charge in e.
Element x y z (Å)
C -1.5973 -2.5367 3.0007  0.073
H -3.0579 1.6796 -0.7279  0.250
C 0.1610 -1.5330 -1.8874  0.030
C -0.9447 -1.3124 2.5871  0.228
C -1.3598 -0.8258 -4.0093  -0.200
H 0.8735 4.4067 0.9561  0.222
N 0.7563 -3.2382 -5.8109  -0.801
N -2.1781 -3.2302 2.0437  -0.572
O -1.0248 -2.0180 -6.4614  -0.579
H -0.9227 -2.3668 6.3125  0.234
Se -1.9535 -2.3879 0.5147  1.038
H 1.2000 -2.8707 -3.1705  0.218
C -1.5799 -2.9122 4.3829  -0.190
C -0.2864 -0.4899 3.5536  -0.264
C -3.9115 0.3420 0.7534  -0.159
N -0.7915 -0.6215 -1.6912  -0.493
H 0.2009 -0.2951 5.5976  0.230
C -3.7063 1.0750 3.0327  -0.099
Pt -0.7350 0.9607 0.5778  0.934
H -1.7785 4.3585 1.5201  0.224
C 2.2723 0.2364 0.7963  -0.007
H -2.0688 -3.8299 4.6788  0.244
C -3.1265 1.4370 0.3266  -0.355
N -0.5081 2.9022 0.6135  -0.449
N -1.0286 -1.0532 1.2897  -0.756
H -4.7779 -0.6898 2.4057  0.237
N 1.2241 1.0571 0.6791  -0.478
H -2.6027 2.8732 3.3822  0.233
C -1.8026 3.5340 0.8073  -0.252
H 0.2081 0.4137 3.2250  0.242
H 2.1540 -0.8353 0.7476  0.210
H 1.4210 -3.5050 -5.1109  0.395
C 1.6933 2.3622 0.7969  -0.039
C 3.0757 2.3245 0.9868  -0.192
C 0.6930 3.3506 0.7843  0.158
H 3.7294 3.1740 1.1031  0.235
C -2.6674 2.3662 1.2885  0.012
H -2.2804 0.4861 -2.5919  0.191
C 3.4407 0.9828 0.9842  -0.312
H -4.3106 -0.3398 0.0131  0.233
C -0.9506 -2.1044 5.2634  -0.195
H -3.9314 0.9268 4.0811  0.225
H 4.4354 0.5844 1.0928  0.237
C -4.1822 0.1558 2.0855  -0.242
H -2.1833 3.9029 -0.1471  0.224
H 0.8511 -3.6197 -6.7372  0.419
C 0.4074 -2.1373 -3.1092  -0.224
H 0.7631 -1.7931 -1.0235  0.198
C -1.5232 -0.2742 -2.7525  0.039
C -0.2990 -0.8922 4.8461  -0.146
C -0.2453 -2.3554 -5.5970  0.642
C -0.3739 -1.7837 -4.2007  -0.073
C -2.9612 2.1637 2.6472  -0.242
H -1.9768 -0.5289 -4.8457  0.262

Atoms 1-3, force components in eV/Å:
0.11 0.12 -0.07
0.01 -0.03 0.01
0.08 0.06 0.01

- Highest occupied orbital energy: -10.82 eV
- Charge: +1